1.
CH4F2Si | wB97M-V/def2-TZVPD

Geometry (Å):
H  -0.70327  0.83612  0.31213
C  -0.16464  -0.03137  0.46861
F  2.21352  -1.28811  0.23727
F  2.18347  1.33586  0.23664
H  1.84833  -0.26806  -1.82369
H  0.02783  0.06988  1.55910
Si  1.52741  -0.00928  -0.39155
H  -0.69361  -0.82759  -0.04896

Calculated total energy: -529.841976 hartree
E_LUMO: 0.99 eV
Net charge: 0
HOMO energy: -0.417 Eh
Largest force on an atom: 2.48 eV/A

Charge distribution, Löwdin scheme, values in e: -0.02 -0.16 -0.16 -0.17 0.00 0.06 0.42 0.03

2.
CH4FINP | wB97M-V/def2-TZVPD

Geometry (Å):
N  -0.64136  -0.78191  -0.05492
H  0.90593  0.23064  0.92177
H  0.92312  0.38122  -0.89474
P  -0.82470  -1.89326  -1.36544
H  -1.25667  -0.01226  0.24157
F  -1.00430  -3.28051  -0.54252
C  0.69520  -0.29807  -0.03577
H  1.34443  -1.29333  -0.20221
I  -3.17542  -1.33962  -1.90873

Calculated total energy: -834.206302 hartree
E_LUMO: 0.06 eV
Net charge: 0
HOMO energy: -0.344 Eh
Largest force on an atom: 3.13 eV/A

Results of the Löwdin charge analysis, in e, for atoms 1 through 8: -0.41 0.08 0.07 0.46 0.07 -0.38 -0.27 0.09